[1]
Formula: C18H21F2NO10PS2
Source: the Open Molecules 2025 dataset
Level of theory: wB97M-V/def2-TZVPD

Values from the calculation:
- HOMO (Eh) = -0.2395
- energy above the lowest of the compared OMol25 structures with the same formula, charge and spin (kJ/mol) = 1795.38

```
! RIJCOSX wB97M-V def2-TZVPD def2/J DEFGRID3
* xyz -1 1
S -1.403 3.662 1.059
S 0.843 3.267 2.304
P -6.871 1.265 -0.096
F 1.506 1.993 3.016
F -1.644 4.776 2.175
O -2.802 -2.502 0.296
O -6.845 -0.445 -0.468
O 0.728 4.171 3.443
O -7.529 1.406 1.542
O 1.882 3.590 1.333
O 1.196 -1.123 -1.610
O -2.768 3.190 0.832
O -0.848 4.435 -0.046
O -7.842 1.931 -1.196
O -3.596 1.666 -3.160
N -0.478 2.607 1.768
C 2.307 -1.796 -0.857
C -3.095 1.031 -2.068
C -1.379 -0.825 -1.183
C 3.640 0.679 -0.134
C 5.145 1.259 0.264
C -3.734 -0.128 0.300
C 4.682 -1.824 0.737
C 4.660 -3.483 0.852
C 3.446 -4.305 0.112
C -0.017 -1.741 -1.054
C 3.529 -0.957 -0.108
C 2.314 -3.460 -0.722
C -5.124 2.104 -0.245
C -2.628 -1.250 -0.156
C 3.279 1.359 -1.602
C -1.590 0.304 -2.133
C -3.977 1.003 -0.684
C 3.293 -5.965 0.200
H 5.445 -4.114 1.468
H 0.150 -1.907 0.116
H 2.116 1.628 -1.620
H 5.580 -1.296 1.316
H 4.272 -6.462 0.608
H 3.552 0.669 -2.507
H 2.881 -6.433 -0.792
H 5.947 0.594 -0.317
H 5.306 2.384 -0.027
H 2.444 -6.144 1.019
H 1.458 -4.101 -1.252
H -5.137 3.064 -0.929
H -6.422 -0.929 0.318
H -7.612 2.383 1.770
H -4.339 -0.142 1.316
H 2.857 1.140 0.629
H 3.840 2.403 -1.671
H 5.305 1.043 1.409
H -0.285 -2.796 -1.523
H -4.886 2.503 0.854
H -0.751 0.619 -2.894
*
```

***

[2]
Formula: C4H8NO3
Source: the Open Molecules 2025 dataset
Level of theory: wB97M-V/def2-TZVPD

Values from the calculation:
- HOMO (Eh) = -0.1406
- energy above the lowest of the compared OMol25 structures with the same formula, charge and spin (kJ/mol) = 813.46

```
! RIJCOSX wB97M-V def2-TZVPD def2/J DEFGRID3
* xyz -1 1
O 0.180 1.871 -0.325
O 2.344 -2.448 -0.770
O -3.132 -0.041 0.870
N -0.948 -0.089 -0.026
C 1.470 0.062 0.709
C -2.148 0.690 0.470
C 0.157 0.669 -0.159
C 1.482 -0.084 -0.719
H -1.724 1.350 1.286
H 1.172 -1.058 -1.102
H 1.587 -0.956 1.088
H -0.738 -0.872 0.580
H 1.557 0.909 1.366
H 2.808 -3.231 -1.083
H -2.396 1.376 -0.350
H 2.195 0.463 -1.318
*
```

***

[3]
Formula: C47H52CaF5N7
Source: the Open Molecules 2025 dataset
Level of theory: wB97M-V/def2-TZVPD

Values from the calculation:
- HOMO (Eh) = -0.1863

```
! RIJCOSX wB97M-V def2-TZVPD def2/J DEFGRID3
* xyz 0 1
Ca -1.254 -0.420 -2.132
F -0.180 3.858 -5.056
F -0.532 -0.880 -4.424
F 1.627 -1.156 -6.088
F 1.285 3.534 -7.192
F 1.303 1.762 0.316
N 2.168 0.756 2.724
N 1.399 -0.313 -2.300
N -3.034 -1.827 -2.880
N -2.805 1.985 -1.244
N 0.042 -2.727 -1.694
N -1.430 1.548 -3.703
N -1.780 -1.310 0.154
C -1.619 1.378 4.145
C -1.146 -2.471 0.390
C -3.206 2.700 -2.502
C -5.318 -1.857 -2.162
C 3.523 0.845 -2.211
C -0.709 -3.992 -1.996
C -0.097 2.599 5.819
C 2.869 3.090 3.319
C -0.535 1.490 -4.710
C -5.299 -3.287 -2.022
C 2.128 3.971 0.800
C -2.099 2.818 -3.541
C 3.706 -2.277 2.568
C 2.118 0.810 -2.275
C 3.075 4.420 2.949
C 4.044 -1.282 3.650
C 0.242 -0.482 5.562
C 1.912 0.214 3.939
C -3.984 2.110 -0.337
C 2.099 -1.510 -2.250
C 3.506 -1.535 -2.315
C 4.983 -0.145 3.247
C 0.692 0.488 4.678
C 1.389 -2.787 -2.327
C 2.731 4.880 1.692
C -2.912 -3.256 1.827
C 2.739 -0.896 4.350
C 4.233 -0.373 -2.228
C -1.767 -3.513 1.120
C -2.979 -3.177 -2.801
C -0.167 1.724 4.536
C -1.635 2.680 -0.702
C 0.242 -2.640 -0.229
C 1.922 2.629 1.184
C -1.729 -3.879 -3.178
C 1.023 -1.550 5.967
C -4.228 -1.208 -2.684
C 2.299 -1.657 5.446
C -4.074 -3.897 -2.289
C 0.902 2.407 -6.529
C 0.039 2.584 -5.426
C -0.018 0.233 -5.153
C 1.494 1.160 -6.784
C 2.304 2.064 2.445
C 1.028 0.040 -5.984
C -3.403 -1.925 1.848
C -2.892 -1.018 0.959
H -3.314 -0.025 0.875
H 5.319 -0.367 -2.182
H 4.632 -2.680 2.117
H -0.089 -4.862 -2.141
H -0.742 -0.331 6.015
H -0.552 2.064 6.646
H 3.897 -2.501 -2.461
H 4.023 1.814 -2.154
H 4.541 -1.876 4.418
H 0.656 -2.292 6.642
H 0.237 2.324 3.730
H -0.739 2.407 -1.297
H 1.594 1.787 -2.192
H 2.010 -3.583 -1.854
H -3.951 -4.946 -2.135
H 4.565 0.364 2.319
H -3.421 -4.048 2.397
H -4.051 2.148 -2.943
H -1.356 -4.519 1.142
H -0.598 3.590 5.684
H 3.615 5.049 3.652
H -2.616 3.201 -4.450
H -6.184 -3.915 -1.684
H 3.195 -3.125 3.038
H -1.627 0.617 3.363
H 1.215 -3.091 -3.403
H 0.832 -1.737 -0.051
H -1.399 2.276 0.264
H -6.235 -1.251 -2.048
H -4.861 1.670 -0.808
H -1.379 3.594 -3.237
H 3.053 -1.922 1.799
H -4.192 -0.131 -2.920
H -1.221 -4.256 -1.045
H 1.778 4.300 -0.181
H -1.184 -3.421 -4.048
H 0.963 2.864 6.072
H -4.249 -1.639 2.461
H 6.004 -0.544 2.951
H -3.819 1.751 0.704
H 3.002 -2.342 5.897
H 5.062 0.670 4.039
H -1.987 -4.898 -3.434
H 2.950 5.911 1.363
H -1.659 3.760 -0.616
H -2.123 2.290 3.705
H 2.363 1.080 -7.405
H 0.736 -3.521 0.235
H -3.550 3.726 -2.262
H 3.130 2.825 4.334
H -2.229 1.049 4.980
H -4.276 3.156 -0.175
*
```

***

[4]
Formula: C31H77NO5P2Si2
Source: the Open Molecules 2025 dataset
Level of theory: wB97M-V/def2-TZVPD

Values from the calculation:
- HOMO (Eh) = -0.3764

```
! RIJCOSX wB97M-V def2-TZVPD def2/J DEFGRID3
* xyz 0 1
P 2.508 -4.257 3.632
P 0.823 -5.482 2.938
Si 4.313 -5.455 3.988
Si 5.750 -2.929 3.721
O -0.323 -5.813 4.222
O 1.327 -6.933 2.066
O 5.523 -4.389 4.711
O 0.031 -4.568 1.879
O 7.624 -6.556 3.216
N 5.053 -6.129 2.484
C -0.606 -1.306 -5.082
C -3.538 4.241 -9.948
C -4.510 1.972 -8.013
C -6.590 2.401 5.720
C -0.270 1.800 -5.359
C -1.850 -1.856 1.267
C 6.304 -6.600 2.880
C -7.148 1.973 4.357
C -0.598 -1.741 0.412
C -4.870 0.388 1.017
C -6.932 -0.543 4.696
C -8.711 3.498 6.608
C -7.852 0.613 4.337
C -3.721 0.331 0.022
C 0.280 -0.439 -4.184
C -1.050 4.209 -10.499
C -0.160 1.022 -4.044
C -3.398 4.228 -8.421
C 9.768 -1.468 3.380
C -7.617 2.470 6.853
C 11.705 1.014 5.456
C -3.280 2.839 -7.788
C 11.915 0.926 6.959
C 10.230 1.140 5.059
C -2.404 3.552 -10.714
C 1.054 1.922 -6.095
C -2.031 -1.439 -4.569
C 9.344 -0.047 5.452
C -3.500 -1.066 -0.564
C -3.114 -2.148 0.451
C 9.787 -1.404 4.900
H 11.441 0.036 7.384
H -2.805 0.698 0.496
H -9.396 3.530 7.462
H -4.266 4.743 -7.990
H -2.541 -0.473 -4.533
H -5.787 1.717 6.017
H -0.163 -2.307 -5.145
H 12.159 0.145 4.968
H -3.134 2.961 -6.708
H -0.664 -0.909 -0.295
H 4.519 -2.168 3.534
H -3.605 5.286 -10.279
H 1.308 -0.477 -4.564
H 1.447 0.944 -6.389
H 0.316 -0.887 -3.182
H -6.545 -0.452 5.715
H -0.638 2.808 -5.136
H -6.084 -0.595 4.007
H 10.787 -1.660 5.266
H -2.640 3.583 -11.784
H -8.284 4.498 6.480
H 0.924 2.514 -7.007
H -7.478 -1.490 4.633
H -3.939 1.022 -0.801
H 12.985 0.871 7.186
H -0.286 3.698 -11.094
H -2.524 4.822 -8.128
H -8.069 1.487 7.024
H -1.707 -2.671 1.986
H -4.684 -0.247 1.887
H 4.043 -6.514 4.950
H -6.320 1.955 3.636
H -2.391 2.320 -8.161
H -5.005 1.414 1.377
H -7.846 2.735 3.992
H 11.508 1.809 7.462
H -0.738 4.163 -9.451
H 0.276 -1.567 1.048
H 10.465 -0.751 2.936
H -2.730 -1.002 -1.342
H 2.805 -3.369 2.529
H -1.978 -0.943 1.858
H 9.111 -2.175 5.288
H 9.286 -0.115 6.545
H -2.044 -1.875 -3.564
H -4.676 1.775 -9.076
H -4.488 3.774 -10.232
H -9.301 3.258 5.719
H -0.619 -0.912 -6.104
H 8.321 0.158 5.111
H -0.427 -2.663 -0.153
H -4.386 1.007 -7.512
H -7.095 2.733 7.780
H 12.241 1.893 5.081
H 6.744 -2.030 4.355
H 10.059 -2.467 3.042
H 8.764 -1.260 2.994
H -1.016 1.339 -6.015
H -5.807 0.068 0.549
H -2.977 -3.094 -0.088
H 9.816 2.047 5.519
H -0.190 -5.058 4.896
H -1.127 1.065 -3.529
H -5.405 2.452 -7.605
H -2.609 -2.095 -5.229
H -4.416 -1.385 -1.077
H 0.553 1.536 -3.386
H 10.171 1.299 3.976
H -3.947 -2.314 1.143
H -2.347 2.493 -10.442
H -8.247 0.442 3.329
H 1.854 -7.531 2.679
H 1.802 2.423 -5.472
H -1.073 5.259 -10.808
H -8.717 0.619 5.009
H -6.119 3.385 5.607
H 6.312 -3.298 2.428
*
```

***

[5]
Formula: C3H7ClS
Source: the Open Molecules 2025 dataset
Level of theory: wB97M-V/def2-TZVPD

Values from the calculation:
- HOMO (Eh) = -0.2941
- energy above the lowest of the compared OMol25 structures with the same formula, charge and spin (kJ/mol) = 268.29

```
! RIJCOSX wB97M-V def2-TZVPD def2/J DEFGRID3
* xyz 0 1
Cl -1.879 1.153 -1.355
S 0.685 -1.557 1.482
C -0.311 0.884 -0.647
C 0.613 0.023 -1.393
C -0.605 -0.378 1.320
H 1.359 -0.833 2.350
H 0.035 1.854 -0.237
H -0.564 0.465 1.951
H -1.664 -0.905 1.242
H 1.017 -0.628 -0.655
H 1.316 0.525 -2.020
H -0.003 -0.604 -2.039
*
```

***

[6]
Formula: C14H22AlBrCl5F2NO18PS2
Source: the Open Molecules 2025 dataset
Level of theory: wB97M-V/def2-TZVPD

Values from the calculation:
- HOMO (Eh) = -0.2343

```
! RIJCOSX wB97M-V def2-TZVPD def2/J DEFGRID3
* xyz -1 1
Br -0.876 4.769 -0.163
Cl -8.877 -7.495 -1.351
Cl -2.824 1.823 3.407
Cl -8.857 -4.599 -1.118
Cl -7.220 -5.906 -3.128
Cl -10.109 -5.862 -3.412
S 3.917 5.539 -1.084
S -5.564 -6.225 1.587
P 2.193 0.657 1.075
Al -2.724 -2.156 -1.736
F -7.603 -4.314 -4.994
F -0.476 -1.668 -1.315
O -1.023 -3.378 -5.031
O 4.774 5.600 0.082
O 4.260 4.765 -2.253
O 1.799 2.311 0.710
O -5.939 -6.687 2.893
O -4.212 -7.010 1.142
O -4.910 -4.745 1.737
O 2.398 -0.038 -0.288
O -2.305 1.135 2.237
O -4.252 1.611 3.494
O -0.016 -1.612 -4.325
O 3.564 0.718 2.078
O 0.805 -0.030 1.803
O -2.183 1.302 4.593
O 0.796 -3.557 -3.899
O -2.550 3.239 3.289
O -6.469 -6.207 0.476
O -0.283 -2.527 0.936
N -0.080 -2.850 -4.419
C 1.404 6.348 -0.778
C 2.038 7.160 -1.910
C -3.489 -4.865 1.762
C 6.088 1.639 0.451
C -0.351 -1.556 0.135
C 5.267 -0.887 0.963
C -0.273 -0.059 0.798
C -8.766 -5.965 -2.253
C 6.526 0.117 0.844
C 3.530 7.201 -1.603
C 5.463 2.807 0.561
C 4.254 -0.566 2.173
C 2.260 5.099 -0.575
C -3.177 -6.064 0.877
H 7.220 0.077 1.759
H 2.274 4.785 0.471
H 4.908 3.816 0.796
H 4.899 -0.514 3.145
H -0.107 0.738 -0.035
H 5.715 -1.944 1.188
H 1.866 6.657 -2.867
H 4.138 7.474 -2.465
H 4.783 -0.963 -0.076
H 1.921 4.275 -1.206
H -3.224 -5.795 -0.182
H 7.161 -0.255 -0.063
H 1.614 8.165 -1.975
H 3.741 7.870 -0.765
H -3.184 -5.048 2.797
H 1.637 2.317 -0.270
H -1.314 0.182 1.265
H -3.019 -3.949 1.403
H 0.354 6.080 -1.006
H 1.398 6.944 0.141
H 3.490 -1.425 2.379
H -2.200 -6.496 1.098
*
```

***

[7]
Formula: C8H15NO
Source: the Open Molecules 2025 dataset
Level of theory: wB97M-V/def2-TZVPD

Values from the calculation:
- HOMO (alpha / beta) (Eh) = -0.2910 / -0.2897
- energy above the lowest of the compared OMol25 structures with the same formula, charge and spin (kJ/mol) = 531.69

```
! RIJCOSX wB97M-V def2-TZVPD def2/J DEFGRID3
* xyz 0 1
O 1.317 -0.059 0.070
N -0.272 -1.144 1.507
C 0.423 2.007 1.237
C 0.034 -0.509 0.433
C -0.009 1.547 -1.209
C -0.087 -2.732 -1.032
C -1.123 -0.772 -2.152
C 0.801 1.473 2.615
C -0.924 -1.460 -0.941
C 0.335 1.004 0.097
H 0.012 0.858 3.040
H 0.856 1.780 -1.826
H -0.735 2.357 -1.172
H -0.446 -0.934 -2.983
H -0.073 -3.227 -0.061
H 1.717 0.885 2.564
H -0.521 0.682 -1.824
H 1.164 2.758 0.938
H -2.100 -0.382 -2.407
H 0.564 -1.475 1.990
H 0.940 -2.491 -1.310
H 0.982 2.312 3.289
H -1.831 -1.593 -0.358
H -0.486 -3.413 -1.787
H -0.539 2.528 1.284
*
```

***

[8]
Formula: C2H3NO2S2
Source: the Open Molecules 2025 dataset
Level of theory: wB97M-V/def2-TZVPD

Values from the calculation:
- HOMO (Eh) = -0.3691
- energy above the lowest of the compared OMol25 structures with the same formula, charge and spin (kJ/mol) = 227.53

```
! RIJCOSX wB97M-V def2-TZVPD def2/J DEFGRID3
* xyz 0 1
S 5.570 0.274 -0.179
S 4.496 0.699 -1.757
O 2.076 -0.756 1.816
O 5.605 1.330 0.805
N 0.255 -0.449 0.542
C 0.290 -0.826 -0.648
C 0.857 -0.837 1.637
H 0.423 -1.838 -1.016
H 0.081 -0.165 -1.486
H 0.008 -1.022 2.405
*
```

***

[9]
Formula: C4H14N2O2
Source: the Open Molecules 2025 dataset
Level of theory: wB97M-V/def2-TZVPD

Values from the calculation:
- HOMO (Eh) = -0.3163
- SMILES string = C=C(N)CCN.O.O
- energy above the lowest of the compared OMol25 structures with the same formula, charge and spin (kJ/mol) = 249.60

```
! RIJCOSX wB97M-V def2-TZVPD def2/J DEFGRID3
* xyz 0 1
O -2.844 -1.410 -1.706
O -0.669 -3.311 -1.656
N 1.220 -0.321 2.772
N 0.214 1.585 -1.377
C 0.939 -0.448 1.266
C -0.031 0.669 0.930
C 1.482 2.626 0.329
C 0.584 1.747 -0.048
H -2.432 -1.186 -0.850
H 1.729 0.495 2.931
H -3.150 -0.460 -1.911
H -1.595 -3.088 -1.823
H 1.771 -0.492 0.658
H -0.868 0.231 0.444
H 0.308 2.557 -1.878
H 0.475 -1.523 1.313
H 1.752 3.287 -0.413
H -0.589 -2.567 -0.958
H -0.679 1.200 -1.524
H 1.897 2.738 1.321
H 1.721 -1.122 3.030
H -0.128 1.297 1.913
*
```

***

[10]
Formula: CH9N2O
Source: the Open Molecules 2025 dataset
Level of theory: wB97M-V/def2-TZVPD

Values from the calculation:
- HOMO (alpha / beta) (Eh) = -0.7438 / -0.7435
- energy above the lowest of the compared OMol25 structures with the same formula, charge and spin (kJ/mol) = 72.94

```
! RIJCOSX wB97M-V def2-TZVPD def2/J DEFGRID3
* xyz 2 2
O -0.795 -0.911 -2.401
N -0.377 -0.513 0.305
N 1.035 0.946 1.785
C 0.532 0.773 0.518
H 1.399 0.435 -0.102
H 0.665 1.536 2.514
H -0.049 -1.223 0.911
H -1.554 -1.474 -2.618
H 1.497 0.088 2.107
H -1.171 -0.166 0.798
H -0.706 -0.607 -0.705
H -0.504 -0.442 -3.220
H 0.028 1.557 0.108
*
```

***

[11]
Formula: C10H15N5
Source: the Open Molecules 2025 dataset
Level of theory: wB97M-V/def2-TZVPD

Values from the calculation:
- HOMO (Eh) = -0.4245
- SMILES string = CC#N.CC#N.CC#N.CC#N.CC#N
- energy above the lowest of the compared OMol25 structures with the same formula, charge and spin (kJ/mol) = 150.22

```
! RIJCOSX wB97M-V def2-TZVPD def2/J DEFGRID3
* xyz 0 1
N -8.742 10.911 5.929
N -13.207 14.527 1.200
N -11.128 16.318 6.158
N -12.744 13.021 6.119
N -18.071 16.640 1.425
C -13.577 13.818 6.263
C -9.222 11.684 5.197
C -17.207 16.153 2.055
C -12.256 15.555 3.419
C -9.735 12.706 4.260
C -14.678 14.779 6.581
C -10.211 15.749 6.499
C -9.009 15.057 6.902
C -12.827 14.972 2.201
C -16.170 15.563 2.882
H -8.674 15.520 7.830
H -9.175 13.979 6.901
H -15.840 14.756 2.227
H -15.088 14.979 5.591
H -14.273 15.736 6.910
H -11.883 16.547 3.166
H -10.795 12.490 4.127
H -16.617 15.146 3.786
H -9.256 12.755 3.282
H -12.914 15.609 4.286
H -9.594 13.682 4.724
H -15.354 14.237 7.243
H -15.365 16.251 3.137
H -8.354 15.357 6.084
H -11.377 14.927 3.565
*
```